{"formula": "C62H81N3O6S2Si", "method": "wB97M-V/def2-TZVPD", "species": ["C", "C", "C", "N", "C", "N", "C", "C", "C", "C", "C", "C", "O", "Si", "C", "C", "C", "C", "C", "C", "C", "C", "O", "N", "C", "O", "O", "S", "O", "O", "C", "S", "H", "H", "H", "H", "H", "H", "H", "H", "H", "H", "H", "H", "H", "H", "H", "H", "H", "H", "H", "H", "H", "H", "H", "H", "H", "H", "H", "H", "H", "H", "H", "H", "H", "H", "H", "H", "H", "H", "H", "C", "C", "C", "C", "C", "C", "H", "H", "H", "H", "H", "H", "C", "C", "C", "C", "C", "C", "H", "H", "H", "H", "H", "H", "C", "C", "C", "C", "C", "C", "H", "H", "H", "H", "H", "H", "C", "C", "C", "C", "C", "C", "H", "H", "H", "H", "H", "H", "C", "C", "C", "C", "C", "C", "H", "H", "H", "H", "H", "H", "C", "C", "C", "C", "C", "C", "H", "H", "H", "H", "H", "H", "C", "C", "C", "C", "C", "C", "H", "H", "H", "H", "H", "H"], "positions_angstrom": [[-7.004, -1.643, -2.196], [-5.979, -1.764, -3.347], [-4.522, -1.681, -2.855], [-3.823, -0.432, -3.155], [-3.922, 0.674, -2.202], [-4.111, 0.316, -0.800], [-3.247, -0.292, -0.096], [-3.406, -0.239, 1.402], [-2.118, -1.172, -0.573], [-2.654, 1.563, -2.363], [-2.417, 2.587, -1.240], [-1.068, 2.425, -0.527], [-1.274, 2.558, 0.879], [-0.010, 2.296, 1.919], [1.252, 3.672, 1.801], [0.885, 0.670, 1.607], [-0.677, 2.254, 3.659], [-2.392, 2.061, -3.817], [-1.775, 3.455, -4.001], [-2.683, 4.661, -4.293], [-3.396, 5.356, -3.131], [-2.523, 6.367, -2.414], [-1.336, 5.740, -1.926], [-1.456, 1.078, -4.423], [-0.271, 1.088, -4.190], [0.877, 1.100, -3.968], [-3.518, 1.957, -4.714], [-5.051, 2.027, -4.335], [-5.518, 3.381, -4.375], [-5.697, 1.088, -5.197], [-5.208, 1.447, -2.635], [-5.728, 2.825, -1.576], [-6.564, -1.152, -1.324], [-7.369, -2.615, -1.869], [-7.864, -1.037, -2.486], [-6.172, -0.973, -4.065], [-6.113, -2.745, -3.802], [-4.500, -1.948, -1.791], [-3.959, -2.468, -3.361], [-2.868, -0.622, -3.413], [-2.436, -0.358, 1.885], [-4.036, -1.067, 1.739], [-3.872, 0.699, 1.689], [-1.843, -1.045, -1.613], [-1.231, -1.035, 0.046], [-2.435, -2.210, -0.437], [-1.883, 0.815, -2.195], [-2.455, 3.614, -1.580], [-3.167, 2.502, -0.462], [-0.605, 1.455, -0.742], [-0.377, 3.209, -0.860], [1.932, 3.523, 0.958], [1.835, 3.738, 2.720], [0.753, 4.631, 1.641], [0.676, -0.019, 2.431], [1.965, 0.828, 1.603], [0.609, 0.147, 0.691], [-0.855, 3.244, 4.076], [0.077, 1.744, 4.266], [-1.580, 1.644, 3.712], [-1.133, 3.708, -3.156], [-1.107, 3.401, -4.862], [-1.994, 5.409, -4.704], [-3.371, 4.452, -5.109], [-4.219, 5.934, -3.563], [-3.874, 4.671, -2.434], [-3.088, 6.835, -1.601], [-2.273, 7.172, -3.117], [-0.904, 6.344, -1.319], [-6.040, 0.748, -2.692], [-5.273, 2.322, -0.424], [3.991, -1.664, 0.153], [4.612, -2.406, 1.147], [5.991, -2.353, 1.293], [6.749, -1.552, 0.449], [6.126, -0.807, -0.544], [4.747, -0.865, -0.694], [2.916, -1.710, 0.036], [4.022, -3.032, 1.804], [6.476, -2.939, 2.064], [7.824, -1.509, 0.565], [6.717, -0.182, -1.201], [4.262, -0.288, -1.471], [10.644, -3.478, 3.745], [11.814, -2.749, 3.910], [11.805, -1.373, 3.730], [10.625, -0.724, 3.391], [9.455, -1.452, 3.230], [9.466, -2.829, 3.406], [10.651, -4.551, 3.885], [12.733, -3.253, 4.178], [12.718, -0.805, 3.854], [10.618, 0.350, 3.254], [8.533, -0.945, 2.973], [8.553, -3.398, 3.282], [-4.155, -5.089, 5.523], [-4.875, -4.079, 6.147], [-4.743, -2.766, 5.719], [-3.894, -2.464, 4.664], [-3.176, -3.474, 4.038], [-3.304, -4.787, 4.469], [-4.258, -6.113, 5.858], [-5.541, -4.317, 6.967], [-5.301, -1.977, 6.208], [-3.793, -1.440, 4.328], [-2.515, -3.237, 3.213], [-2.742, -5.574, 3.984], [7.643, -3.244, 8.660], [6.984, -2.086, 9.049], [7.138, -0.919, 8.313], [7.946, -0.913, 7.184], [8.603, -2.071, 6.793], [8.454, -3.235, 7.533], [7.525, -4.153, 9.236], [6.351, -2.093, 9.927], [6.628, -0.015, 8.619], [8.064, -0.004, 6.607], [9.233, -2.064, 5.914], [8.971, -4.137, 7.230], [-9.986, -0.431, 1.669], [-9.223, -1.268, 2.473], [-7.839, -1.261, 2.365], [-7.222, -0.412, 1.457], [-7.982, 0.427, 0.655], [-9.366, 0.415, 0.760], [-11.065, -0.439, 1.752], [-9.707, -1.926, 3.183], [-7.242, -1.917, 2.988], [-6.145, -0.401, 1.367], [-7.490, 1.085, -0.050], [-9.961, 1.066, 0.131], [4.733, -4.853, -1.371], [3.730, -4.569, -2.288], [3.015, -5.601, -2.879], [3.298, -6.919, -2.548], [4.299, -7.204, -1.629], [5.018, -6.171, -1.043], [5.291, -4.047, -0.914], [3.509, -3.539, -2.541], [2.237, -5.379, -3.598], [2.739, -7.725, -3.006], [4.519, -8.232, -1.370], [5.801, -6.393, -0.330], [-0.750, 5.378, -7.936], [0.426, 4.890, -7.382], [1.642, 5.476, -7.705], [1.681, 6.553, -8.579], [0.505, 7.042, -9.132], [-0.710, 6.453, -8.813], [-1.698, 4.919, -7.685], [0.395, 4.051, -6.697], [2.559, 5.092, -7.277], [2.628, 7.012, -8.830], [0.536, 7.882, -9.813], [-1.627, 6.831, -9.246]], "forces_ev_per_a": [[0.1569, 0.2208, -0.0762], [-0.2298, 0.0403, 0.8934], [-0.0993, -0.4002, -0.3808], [0.0688, -0.1363, 0.4252], [-0.5036, -0.2462, -0.7092], [0.5059, 0.8917, 0.3024], [-0.2020, -0.3054, -0.1574], [-0.1329, -0.3387, -0.1355], [0.1970, 0.0548, 0.0418], [-0.1027, -0.1486, 0.5350], [0.1266, 0.2517, 0.1936], [-0.1350, 0.2368, 0.0884], [0.1024, -0.2762, -0.1705], [0.3920, 0.1420, 0.4548], [-0.2064, 0.0837, -0.3492], [-0.1886, -0.1812, 0.1365], [0.0297, -0.2729, -0.2414], [0.1671, -0.2122, -0.5319], [0.0947, 0.5208, 0.0027], [0.3849, 0.3457, 0.0549], [-0.2442, 0.2033, -0.2219], [-0.1867, 0.0865, -0.1013], [-0.1063, -0.0558, 0.0468], [-0.0764, -0.0017, 0.1317], [0.5478, 0.3967, 0.2370], [-0.4039, -0.3045, -0.2296], [-0.0522, -0.0194, 0.4021], [-1.0697, -0.1417, -0.3389], [0.4193, 0.0421, 0.0434], [0.2315, 0.0648, 0.0713], [0.3854, -0.1206, 0.4591], [-0.1597, 0.5278, -0.1370], [-0.0070, -0.0226, 0.0083], [-0.0146, 0.0004, 0.0526], [-0.0896, -0.1178, -0.0213], [0.1901, -0.1919, -0.3595], [-0.0723, 0.1484, -0.3430], [0.0537, 0.1434, 0.0335], [0.1063, 0.1081, -0.0496], [0.0264, 0.1094, -0.0429], [0.0029, 0.1234, 0.0778], [0.0101, -0.0168, 0.0360], [0.0246, -0.0053, 0.0736], [-0.0610, -0.0480, -0.0264], [0.0044, 0.0357, 0.0164], [-0.0197, 0.0018, 0.0190], [0.1775, 0.0891, -0.2008], [-0.2004, -0.0481, -0.1119], [-0.0083, -0.1310, -0.0313], [-0.0346, -0.0481, -0.0394], [0.0739, -0.0668, -0.0600], [0.0786, -0.0059, 0.0606], [0.0674, -0.0248, -0.0183], [0.0044, 0.0351, 0.1069], [-0.0234, -0.0122, -0.0157], [0.0098, -0.0040, -0.1021], [0.0730, 0.0916, -0.1104], [-0.1249, -0.0044, 0.0299], [0.0130, 0.1241, 0.0999], [-0.1031, 0.1299, 0.0677], [0.0128, -0.1773, 0.0516], [-0.0924, -0.2404, -0.0589], [-0.0044, -0.0183, -0.0563], [-0.1029, -0.2454, 0.1565], [-0.0566, -0.0479, 0.0418], [0.0678, -0.0624, -0.0305], [0.0328, -0.1177, 0.1035], [0.1691, -0.0568, -0.0144], [0.1075, 0.0556, 0.0409], [0.0920, -0.1337, -0.1030], [0.0065, -0.3454, -0.0212], [-0.0327, 0.0328, 0.0019], [-0.0312, 0.0215, 0.0732], [0.0044, 0.0255, 0.0125], [0.0281, -0.0124, -0.0066], [-0.0019, -0.0150, -0.0094], [-0.0057, 0.0026, -0.0070], [-0.0039, -0.0032, 0.0049], [-0.0010, -0.0127, -0.0061], [-0.0019, 0.0070, 0.0118], [0.0053, -0.0142, -0.0092], [0.0041, -0.0052, -0.0093], [-0.0018, 0.0060, 0.0012], [-0.0006, -0.0073, 0.0034], [0.0011, -0.0004, 0.0112], [-0.0037, 0.0042, 0.0121], [0.0001, 0.0060, 0.0173], [-0.0240, -0.0011, -0.0429], [-0.0111, -0.0124, -0.0859], [0.0008, -0.0044, -0.0039], [0.0054, -0.0023, -0.0040], [0.0018, 0.0033, 0.0095], [0.0001, 0.0041, -0.0030], [-0.0077, -0.0034, 0.0067], [-0.0040, -0.0049, 0.0190], [-0.0008, 0.0024, 0.0012], [0.0003, -0.0052, 0.0004], [-0.0143, -0.0100, -0.0069], [0.0022, 0.0512, -0.0344], [-0.0045, 0.0088, -0.0113], [-0.0036, -0.0053, -0.0067], [-0.0010, -0.0041, 0.0018], [0.0026, -0.0011, 0.0078], [-0.0061, 0.0033, -0.0032], [0.0031, 0.0053, 0.0111], [0.0095, 0.0006, 0.0039], [-0.0019, -0.0036, -0.0044], [-0.0032, -0.0048, -0.0051], [0.0011, 0.0015, 0.0061], [-0.0086, -0.0002, -0.0091], [-0.0164, -0.0024, 0.0062], [0.0282, 0.0239, 0.0484], [-0.0143, -0.0053, -0.0008], [-0.0005, -0.0026, 0.0033], [0.0032, 0.0018, 0.0077], [-0.0073, 0.0010, -0.0013], [0.0082, 0.0029, -0.0007], [0.0291, 0.0043, 0.0036], [0.0028, -0.0012, -0.0034], [0.0046, 0.0007, -0.0035], [-0.0044, -0.0070, 0.0002], [0.0108, 0.0007, 0.0034], [-0.0369, -0.0248, 0.0507], [0.0168, 0.0232, -0.0141], [-0.0059, 0.0049, 0.0032], [-0.0042, -0.0013, -0.0003], [-0.0033, -0.0076, -0.0039], [-0.0007, 0.0047, 0.0036], [0.0472, 0.0060, -0.0324], [-0.0553, -0.0024, -0.0112], [-0.0027, 0.0059, 0.0019], [0.0408, -0.0094, -0.0365], [-0.0151, 0.0021, -0.0058], [-0.0092, 0.0025, 0.0116], [-0.0022, -0.0007, -0.0010], [-0.0008, -0.0025, 0.0066], [-0.0168, -0.0063, -0.0014], [0.0121, 0.0111, -0.0088], [0.0117, 0.0054, -0.0054], [-0.0045, 0.0003, -0.0009], [0.0004, -0.0038, -0.0040], [0.0043, -0.0046, -0.0031], [0.0039, -0.0004, 0.0013], [-0.0298, -0.0241, 0.0350], [-0.0103, 0.0020, 0.0094], [0.0043, 0.0049, 0.0107], [0.0001, 0.0014, -0.0011], [0.0017, 0.0020, -0.0030], [0.0067, 0.0084, 0.0063], [-0.0015, -0.0081, -0.0011], [0.0084, -0.0141, -0.0139], [0.0017, 0.0013, 0.0076], [0.0035, 0.0009, -0.0038], [0.0007, 0.0002, -0.0075], [-0.0043, 0.0020, 0.0007]], "mulliken_charge": [-0.85, -0.53, -0.31, 0.19, -1.06, 0.47, 1.23, -1.80, -1.64, 0.06, -0.55, -1.40, -0.28, 0.74, -1.26, -0.94, -1.11, 2.71, -0.46, -1.22, 0.06, -1.04, -0.41, -0.94, 0.71, -0.53, -0.59, 1.64, -0.70, -0.75, -0.22, -0.33, -0.03, 0.41, 0.31, 0.14, 0.44, 0.04, 0.53, 0.49, 0.43, 0.34, 0.36, 0.13, 0.45, 0.39, 0.38, -0.62, 0.30, 0.29, 0.52, 0.31, 0.35, 0.31, 0.44, 0.45, -0.04, 0.33, 0.37, 0.25, 0.19, 0.18, 0.60, 0.54, 0.40, -0.27, 0.48, 0.40, 0.31, 0.06, 0.14, -0.36, -0.81, -0.18, -0.21, -0.48, -0.59, 0.60, 0.39, 0.24, 0.46, 0.40, 0.51, -0.52, -0.37, -0.40, -0.53, -0.22, -0.39, 0.39, 0.38, 0.38, 0.38, 0.53, 0.34, -0.37, -0.35, -0.58, -0.24, -0.26, -0.48, 0.37, 0.37, 0.39, 0.42, 0.38, 0.37, -0.37, -0.43, -0.35, -0.50, 0.10, -0.49, 0.36, 0.36, 0.36, 0.38, 0.23, 0.38, -0.43, -0.45, -0.57, 0.11, -0.36, -0.63, 0.37, 0.38, 0.48, 0.34, 0.36, 0.40, 0.03, -0.47, -0.41, -0.43, -0.33, -0.59, 0.33, 0.43, 0.37, 0.36, 0.36, 0.37, -0.27, -0.19, -0.59, -0.33, -0.40, -0.46, 0.43, 0.36, 0.37, 0.36, 0.36, 0.37], "smiles": "CCCN[C@]1(N=C(C)C)[C@@H](S)S(=O)(=O)O[C@](CCCCO)(N=C=O)[C@H]1CCO[Si](C)(C)C.c1ccccc1.c1ccccc1.c1ccccc1.c1ccccc1.c1ccccc1.c1ccccc1.c1ccccc1", "orbital_gap_ev": 9.2, "e_tot_ha": -4112.6702, "homo_ev": -9.0}